w:
17
Properties=species:S:1:pos:R:3 method="wB97M-V/def2-TZVPD" e_homo_ha=-0.4997 charge=+1
O 5.17 2.29 1.05
O -0.45 -2.23 1.24
O 0.87 0.16 -0.78
N -2.43 0.75 0.03
N -1.85 -1.13 -1.18
C -2.22 0.12 -1.11
H -1.03 -1.44 -0.65
H -0.95 -2.30 2.06
H 1.16 1.05 -0.53
H 0.25 -2.89 1.40
H -2.08 1.70 0.19
H -2.16 -1.73 -1.93
H -2.71 0.19 0.83
H -2.38 0.69 -2.02
H 1.21 0.01 -1.67
H 4.22 2.21 1.13
H 5.40 2.54 1.96


x:
17
Properties=species:S:1:pos:R:3 method="wB97M-V/def2-TZVPD" e_homo_ha=-0.5465 charge=+1
O -3.36 0.56 -0.96
O 0.66 -3.60 0.40
O 1.74 0.92 2.33
N -0.09 1.74 -0.59
N 0.89 -0.21 -0.13
C 0.45 0.57 -1.02
H 0.86 -1.23 -0.26
H 2.41 0.46 2.79
H -4.18 0.79 -0.52
H 1.74 1.82 2.53
H 0.43 0.34 -2.06
H 1.23 -4.18 -0.21
H -0.03 -3.32 -0.29
H -0.06 2.61 -1.06
H -0.91 1.64 -0.01
H -2.97 0.96 -1.76
H 1.19 0.15 0.82


Relative energies with respect to the most stable structure, expressed in hartree: w 0.0000; x 0.0122.


w:
31
Properties=species:S:1:pos:R:3 method="wB97M-V/def2-TZVPD" e_homo_ha=-0.4093 smiles="NC(=O)[C@@]1(N2CC[NH2+]CC2)C=CC=CO1" charge=+1
O -0.55 -2.44 0.30
O 1.98 -0.44 -1.03
N 0.03 0.66 -0.30
N -2.77 0.27 0.08
N 1.70 -2.86 0.05
C -0.76 0.54 -1.47
C -1.88 0.30 1.25
C 3.64 0.91 -0.05
C 0.62 -2.07 0.12
C 1.77 0.20 1.23
C 3.04 0.31 -1.09
C 1.08 -0.26 0.05
C -2.06 -0.33 -1.19
C 3.00 0.76 1.17
C -0.73 1.22 0.82
H 3.66 0.87 2.07
H 1.18 -0.05 2.13
H 1.37 -3.83 0.19
H 4.56 1.50 -0.08
H -0.13 0.05 -2.14
H -3.07 1.27 -0.13
H 2.67 -2.69 -0.29
H -2.91 -0.40 -2.03
H 3.48 0.19 -2.12
H -1.34 -0.54 1.70
H -1.11 1.56 -1.61
H -1.57 -1.32 -0.93
H -2.47 0.84 1.93
H -1.06 2.23 0.57
H -3.60 -0.35 0.05
H 0.05 1.41 1.57


x:
31
Properties=species:S:1:pos:R:3 method="wB97M-V/def2-TZVPD" e_homo_ha=-0.4559 charge=+1
O -1.58 -1.37 -1.10
O -1.94 -0.06 0.56
N 1.05 3.57 -1.40
N -1.64 -1.15 0.09
N 3.10 2.32 -0.95
C -1.32 -2.24 1.02
C 0.81 1.22 -1.05
C 1.84 2.20 -1.57
C -0.94 -3.46 0.49
C -0.39 3.21 -1.12
C -1.42 -2.00 2.38
C -0.65 -4.49 1.37
C -1.12 -3.04 3.24
C -0.49 1.78 -1.61
C -0.73 -4.28 2.74
H -1.72 -1.03 2.74
H -1.08 3.94 -1.54
H -0.35 -5.46 0.99
H -0.89 -3.60 -0.58
H -0.49 3.22 -0.03
H -1.19 -2.89 4.31
H -1.39 1.28 -1.29
H 1.93 2.10 -2.65
H -0.51 -5.09 3.42
H 1.17 4.14 -2.24
H 3.17 1.80 -0.08
H 1.48 4.09 -0.64
H 3.88 2.09 -1.54
H 1.05 0.19 -1.32
H -0.43 1.76 -2.70
H 0.78 1.27 0.05


Relative energies with respect to the most stable structure, expressed in hartree: w 0.0500; x 0.0000.